Record 1
{"formula": "C31H46N5O2S3SeSiZr", "method": "the ωB97M-V functional and the def2-TZVPD basis", "symbols": ["Zr", "C", "C", "N", "C", "C", "S", "C", "C", "N", "H", "H", "H", "H", "H", "H", "H", "H", "H", "H", "H", "H", "H", "H", "O", "S", "C", "C", "C", "C", "S", "O", "C", "C", "C", "C", "C", "C", "C", "C", "C", "C", "C", "C", "H", "H", "H", "H", "H", "H", "H", "H", "H", "H", "H", "H", "H", "H", "H", "H", "H", "H", "Se", "N", "C", "C", "C", "C", "N", "C", "N", "H", "H", "H", "C", "Si", "C", "C", "C", "H", "H", "H", "H", "H", "H", "H", "H", "H", "H", "H"], "xyz": [[0.325, 0.397, -0.795], [-0.650, 2.423, -3.269], [-0.474, 3.124, -1.929], [0.812, 2.785, -1.278], [1.985, 3.578, -1.747], [2.430, 3.444, -3.193], [2.872, 1.773, -3.744], [1.602, 1.404, -4.977], [0.411, 0.578, -4.508], [-0.219, 0.998, -3.222], [-1.693, 2.504, -3.580], [-0.071, 2.935, -4.029], [-0.589, 4.203, -2.063], [-1.269, 2.810, -1.241], [0.713, 3.084, -0.312], [1.775, 4.637, -1.566], [2.813, 3.306, -1.093], [1.717, 3.874, -3.893], [3.333, 4.049, -3.289], [1.303, 2.339, -5.448], [2.103, 0.836, -5.762], [-0.344, 0.608, -5.300], [0.708, -0.461, -4.393], [-1.071, 0.447, -3.187], [-0.139, 1.467, 0.943], [-0.517, 2.355, 2.174], [-2.304, 2.612, 2.112], [-3.270, 1.478, 2.421], [-3.277, 0.328, 1.415], [-3.846, 0.749, 0.066], [-3.227, -0.240, -1.301], [-1.684, -0.083, -1.155], [-3.656, -1.873, -0.783], [-4.947, -2.258, -1.134], [-5.386, -3.512, -0.742], [-4.534, -4.359, -0.043], [-3.241, -3.962, 0.272], [-2.787, -2.702, -0.095], [-0.239, 1.447, 3.647], [0.475, 2.151, 4.613], [0.713, 1.553, 5.842], [0.253, 0.268, 6.083], [-0.443, -0.435, 5.101], [-0.697, 0.149, 3.875], [-2.461, 3.072, 1.133], [-2.416, 3.419, 2.844], [-4.265, 1.929, 2.478], [-3.067, 1.091, 3.420], [-3.868, -0.497, 1.811], [-2.262, -0.050, 1.275], [-3.600, 1.777, -0.213], [-4.933, 0.650, 0.010], [-5.594, -1.607, -1.712], [-6.386, -3.834, -0.999], [-4.878, -5.343, 0.246], [-2.582, -4.634, 0.804], [-1.787, -2.375, 0.149], [0.839, 3.151, 4.410], [1.260, 2.090, 6.604], [0.441, -0.198, 7.041], [-0.790, -1.440, 5.302], [-1.225, -0.402, 3.110], [4.408, 0.928, -0.322], [5.116, -0.238, -1.416], [4.143, -0.935, -1.973], [4.256, -2.017, -2.895], [3.096, -2.600, -3.307], [1.831, -2.119, -2.857], [1.681, -1.112, -2.030], [2.834, -0.551, -1.565], [2.729, 0.420, -0.680], [5.228, -2.351, -3.232], [3.107, -3.436, -3.991], [0.927, -2.599, -3.217], [3.357, -2.613, 0.812], [1.957, -1.798, 1.762], [1.262, -3.066, 2.945], [2.613, -0.316, 2.716], [0.563, -1.314, 0.570], [3.864, -3.310, 1.484], [4.126, -1.916, 0.473], [3.009, -3.201, -0.042], [1.998, -3.324, 3.709], [1.003, -3.988, 2.421], [0.365, -2.710, 3.456], [3.669, -0.466, 2.954], [2.089, -0.195, 3.665], [2.525, 0.626, 2.168], [0.382, -2.228, -0.015], [-0.328, -1.175, 1.202]], "atomic_forces_ev_per_a": [[0.117, 0.135, -0.096], [0.003, 0.015, 0.002], [-0.014, -0.025, -0.009], [-0.005, 0.013, 0.005], [0.011, 0.004, -0.005], [0.009, -0.023, 0.014], [-0.001, 0.001, 0.013], [0.010, -0.006, 0.008], [0.002, -0.004, 0.001], [-0.009, 0.013, 0.020], [0.001, -0.001, -0.003], [-0.010, -0.007, 0.007], [0.005, 0.002, 0.007], [-0.002, 0.007, -0.006], [0.000, -0.001, 0.005], [0.002, 0.000, 0.005], [-0.005, -0.006, -0.001], [-0.002, -0.001, -0.001], [-0.006, 0.007, -0.002], [0.003, 0.002, 0.001], [-0.011, 0.001, -0.007], [0.001, -0.006, -0.006], [0.001, -0.006, 0.001], [0.007, -0.007, -0.001], [-0.449, -0.153, -0.039], [0.252, 0.069, 0.011], [-0.007, 0.000, -0.008], [0.007, -0.001, 0.001], [0.002, 0.018, 0.032], [0.027, -0.017, -0.013], [-0.085, 0.054, -0.015], [0.169, -0.120, 0.246], [-0.048, 0.088, -0.191], [0.038, -0.032, -0.031], [0.001, -0.031, 0.022], [-0.059, 0.009, -0.030], [0.081, 0.047, 0.003], [-0.028, -0.044, 0.111], [-0.021, -0.014, -0.027], [0.016, -0.001, -0.002], [0.006, 0.015, 0.001], [-0.008, -0.006, 0.000], [0.003, 0.005, 0.006], [0.014, 0.009, 0.012], [-0.003, -0.005, 0.004], [-0.012, -0.008, 0.005], [0.003, 0.003, 0.004], [-0.006, 0.013, -0.008], [-0.001, 0.003, 0.009], [0.002, 0.012, 0.016], [0.006, -0.003, -0.017], [-0.001, 0.014, 0.010], [0.006, -0.004, 0.006], [0.000, -0.001, 0.001], [0.003, -0.001, 0.005], [-0.005, -0.001, 0.004], [0.025, -0.020, -0.015], [-0.003, 0.001, 0.003], [-0.001, 0.000, 0.001], [-0.001, -0.002, 0.000], [-0.001, 0.000, 0.003], [-0.008, -0.012, -0.005], [-0.001, 0.031, 0.025], [0.014, -0.027, -0.034], [0.008, 0.024, 0.003], [-0.023, -0.009, -0.014], [0.028, 0.000, 0.004], [-0.012, -0.001, 0.018], [0.002, -0.007, -0.014], [0.005, -0.002, -0.001], [-0.029, -0.003, -0.023], [0.000, -0.001, 0.002], [0.000, 0.001, 0.000], [0.000, 0.001, -0.003], [0.013, 0.019, 0.015], [-0.016, -0.022, -0.004], [0.005, 0.011, -0.014], [0.004, 0.001, 0.005], [-0.006, -0.037, -0.043], [0.000, -0.005, -0.002], [-0.006, -0.011, 0.008], [-0.003, 0.000, 0.002], [-0.003, -0.003, 0.005], [0.003, 0.001, -0.002], [0.004, 0.005, -0.004], [0.002, 0.005, 0.006], [0.003, 0.004, -0.008], [-0.001, -0.005, 0.004], [-0.032, 0.015, -0.016], [0.022, 0.024, 0.018]], "total_charge": 3, "e_above_lowest_ev": 0.9855, "gap_ev": 7.00, "e_lumo_ev": -9.2340}

Record 2
{"formula": "C31H46N7O2PRhS2Si", "method": "the ωB97M-V functional and the def2-TZVPD basis", "symbols": ["Rh", "C", "N", "C", "C", "N", "C", "P", "C", "N", "C", "C", "N", "C", "C", "N", "C", "C", "N", "C", "H", "H", "H", "H", "H", "H", "H", "H", "H", "H", "H", "H", "H", "H", "H", "C", "C", "C", "C", "Si", "C", "C", "C", "C", "C", "C", "C", "C", "H", "H", "H", "H", "H", "H", "H", "H", "H", "H", "H", "H", "H", "H", "H", "H", "H", "H", "H", "H", "H", "H", "H", "H", "H", "H", "H", "O", "S", "O", "N", "C", "S", "C", "C", "C", "C", "C", "C", "H", "H", "H", "H"], "xyz": [[0.207, 0.733, -0.303], [0.244, 5.291, -3.611], [0.531, 4.598, -2.367], [0.748, 5.170, -1.148], [0.917, 4.140, -0.268], [0.803, 2.948, -0.922], [0.572, 3.252, -2.193], [0.361, 2.094, -3.584], [1.616, 0.886, -3.036], [1.739, 0.339, -1.836], [2.814, -0.494, -1.879], [3.370, -0.431, -3.126], [2.610, 0.441, -3.849], [2.837, 0.840, -5.227], [-1.154, 1.323, -2.908], [-1.485, 1.241, -1.623], [-2.743, 0.716, -1.578], [-3.189, 0.503, -2.851], [-2.181, 0.896, -3.683], [-2.214, 0.883, -5.134], [0.087, 6.347, -3.408], [1.070, 5.186, -4.314], [-0.657, 4.885, -4.066], [0.772, 6.238, -1.014], [1.121, 4.198, 0.785], [3.104, -1.111, -1.046], [4.239, -0.920, -3.528], [3.706, 0.311, -5.608], [1.977, 0.598, -5.850], [3.022, 1.911, -5.288], [-3.247, 0.526, -0.646], [-4.122, 0.111, -3.216], [-3.050, 0.279, -5.474], [-2.332, 1.894, -5.525], [-1.295, 0.457, -5.531], [-0.624, -1.449, 4.349], [-0.364, -1.476, 2.846], [0.824, -2.379, 2.552], [-1.615, -1.993, 2.140], [0.128, 0.348, 2.116], [-1.252, 1.624, 2.806], [-1.009, 1.979, 4.273], [-2.654, 1.036, 2.654], [-1.198, 2.907, 1.967], [1.973, 0.788, 2.744], [2.996, 0.092, 1.840], [2.218, 0.417, 4.205], [2.187, 2.296, 2.569], [-0.768, -2.480, 4.691], [-1.531, -0.899, 4.601], [0.209, -1.035, 4.914], [0.571, -3.421, 2.769], [1.681, -2.132, 3.176], [1.135, -2.342, 1.511], [-1.692, -3.079, 2.277], [-1.603, -1.800, 1.071], [-2.522, -1.554, 2.551], [-1.044, 1.102, 4.918], [-1.793, 2.667, 4.609], [-0.051, 2.477, 4.418], [-2.833, 0.231, 3.363], [-2.826, 0.663, 1.642], [-3.397, 1.815, 2.856], [-0.246, 3.423, 2.088], [-1.991, 3.592, 2.283], [-1.340, 2.689, 0.903], [2.962, -0.993, 1.924], [4.006, 0.421, 2.105], [2.822, 0.362, 0.793], [2.257, -0.661, 4.351], [1.454, 0.830, 4.865], [3.184, 0.824, 4.524], [2.068, 2.573, 1.519], [3.206, 2.557, 2.875], [1.504, 2.888, 3.178], [1.951, -5.303, 0.424], [1.343, -5.080, -0.852], [1.923, -5.684, -2.008], [1.189, -3.425, -1.103], [-0.051, -3.087, -1.108], [-0.589, -1.477, -1.387], [-1.051, -4.166, -0.919], [-2.434, -4.081, -0.887], [-3.157, -5.251, -0.700], [-2.514, -6.475, -0.555], [-1.126, -6.557, -0.582], [-0.420, -5.389, -0.762], [-2.936, -3.129, -1.003], [-4.237, -5.208, -0.657], [-3.102, -7.372, -0.417], [-0.616, -7.503, -0.465]], "atomic_forces_ev_per_a": [[0.068, -0.236, -0.327], [0.044, 0.056, -0.208], [-0.053, -0.217, 0.070], [0.028, -0.020, 0.036], [0.088, 0.152, 0.061], [-0.025, 0.081, -0.285], [0.136, 0.226, -0.169], [0.093, -0.204, 0.634], [0.081, 0.101, -0.253], [0.050, -0.016, -0.203], [0.121, -0.091, -0.062], [0.077, -0.024, 0.142], [-0.157, -0.002, 0.177], [0.041, 0.102, -0.198], [-0.266, 0.202, -0.224], [-0.131, -0.230, -0.401], [-0.180, 0.106, -0.061], [-0.102, 0.022, 0.158], [0.177, -0.016, 0.205], [-0.007, 0.088, -0.283], [0.009, -0.017, 0.062], [0.010, 0.016, 0.042], [-0.014, 0.053, 0.022], [-0.012, 0.001, 0.014], [-0.009, 0.045, -0.065], [-0.021, 0.036, 0.014], [-0.047, -0.012, -0.084], [-0.008, -0.022, 0.032], [0.011, -0.056, 0.038], [0.040, -0.026, 0.015], [0.011, -0.022, 0.000], [0.011, 0.019, -0.051], [0.000, -0.033, 0.082], [-0.007, -0.018, 0.029], [-0.020, -0.039, 0.036], [-0.004, -0.107, 0.080], [0.224, 1.252, -0.849], [0.001, -0.366, 0.088], [-0.034, -0.353, 0.110], [-0.272, -0.653, 2.502], [0.624, -0.141, -0.608], [-0.012, -0.007, 0.003], [0.059, 0.052, 0.044], [-0.024, -0.077, 0.155], [-0.659, 0.120, -0.535], [-0.046, -0.038, 0.048], [-0.010, 0.025, -0.007], [0.006, -0.087, 0.059], [-0.016, -0.009, 0.010], [0.033, -0.029, 0.028], [-0.074, -0.016, 0.038], [-0.053, -0.089, 0.022], [0.002, -0.039, -0.079], [0.053, -0.007, -0.196], [-0.003, -0.007, 0.006], [-0.009, -0.023, -0.144], [0.008, -0.054, -0.048], [0.030, 0.073, 0.025], [-0.004, 0.024, 0.001], [-0.037, 0.010, 0.067], [-0.051, -0.002, -0.064], [-0.067, -0.053, 0.017], [0.001, 0.030, -0.008], [-0.099, -0.011, -0.018], [-0.008, 0.036, -0.019], [-0.048, 0.108, -0.014], [0.037, 0.034, -0.044], [0.022, -0.006, -0.013], [0.087, 0.013, -0.014], [0.009, 0.047, 0.070], [0.066, -0.015, 0.043], [0.025, 0.002, -0.029], [0.058, 0.027, 0.040], [0.027, 0.013, -0.040], [0.043, 0.039, -0.035], [-0.125, 0.159, 0.009], [-0.051, -0.361, 0.244], [-0.161, 0.126, -0.138], [-0.065, 0.083, 0.063], [0.609, -0.226, -0.078], [-0.293, 0.430, 0.204], [-0.267, -0.232, 0.066], [0.105, -0.002, 0.013], [-0.074, 0.013, 0.032], [0.028, 0.068, 0.012], [0.139, -0.179, 0.020], [0.234, 0.431, -0.116], [0.002, 0.014, 0.006], [-0.002, -0.018, -0.034], [0.017, -0.016, 0.012], [-0.015, -0.012, -0.003]], "total_charge": 1, "gap_ev": [7.22, 5.68], "multiplicity": 5, "e_lumo_ev": [-2.5409, -5.1161]}